The following is a DFT calculation (wB97M-V/def2-TZVPD) of the molecule C4H6N2O.

Output
* molecular weight: 98.1 g/mol
* relative energy (zero: lowest compared OMol25 entry of this formula, charge and spin): 446.21 kJ/mol
* 2S+1: 1
* E_LUMO: 0.508 eV
* Kohn-Sham gap: 8.043 eV
* calculated total energy: -340.62496 a.u.

Each atom is followed by the atoms it is bonded to, with distances in Å.
Geometry (Å):
1 N 0.71 -1.19 -1.65  C2 1.402, H8 1.013, H9 1.022
2 C 0.10 -0.60 -0.53  N1 1.402, C3 1.460, N7 1.338
3 C 0.20 -0.84 0.90  C2 1.460, C4 1.496, H10 1.101, H11 1.176
4 C 0.03 0.44 1.65  C3 1.496, C5 1.362
5 C -0.39 1.23 0.63  C4 1.362, O6 1.359, N7 1.389
6 O -0.86 2.51 0.67  C5 1.359, H12 0.969
7 N -0.36 0.65 -0.63  C2 1.338, C5 1.389, H13 1.005
8 H 0.50 -2.18 -1.78  N1 1.013
9 H 1.71 -1.12 -1.49  N1 1.022
10 H 0.76 -1.70 1.31  C3 1.101
11 H -0.97 -0.99 0.81  C3 1.176
12 H -0.76 2.71 1.61  O6 0.969
13 H -0.66 1.07 -1.50  N7 1.005